(1)
Below is C5H10O2 as an isolated structure, with properties calculated with wB97M-V/def2-TZVPD.

XYZ file:
```
17
Properties=species:S:1:pos:R:3:forces:R:3
C 1.8489 0.3592 0.2648 0.241 0.085 -0.031
O 1.6777 -0.8202 -0.4521 0.093 -0.024 -0.022
C 0.3208 -1.2241 -0.3678 -0.242 -0.102 0.001
C -0.5207 0.0113 -0.6727 0.021 0.000 -0.023
C -2.0087 -0.2075 -0.4143 -0.084 -0.007 0.016
C 0.0256 1.1013 0.2498 -0.168 0.102 -0.346
O -0.3490 1.1079 1.5212 -0.158 0.074 0.098
H 0.8855 0.7108 1.1542 0.305 -0.087 0.106
H 2.4369 1.0957 -0.2872 -0.135 -0.080 0.067
H 2.3539 0.1722 1.2368 -0.068 0.049 -0.033
H 0.0845 -1.5912 0.6439 0.026 0.036 -0.131
H 0.1705 -2.0321 -1.0874 0.024 0.112 0.094
H -0.3389 0.2978 -1.7158 -0.013 -0.023 0.133
H -2.5980 0.6735 -0.6865 0.102 -0.100 0.030
H -2.3788 -1.0537 -1.0032 0.069 0.119 0.084
H -2.1755 -0.4063 0.6475 0.020 0.019 -0.148
H 0.2246 2.0735 -0.2371 -0.034 -0.173 0.104
```
Positions in Å, forces in eV/Å.

Calculated values
Relative energy (zero: lowest compared OMol25 entry of this formula, charge and spin), kcal/mol: 118.41
HOMO-LUMO gap, eV: 10.0064
E_LUMO, eV: 0.9
Spin multiplicity: 1
F_max, Eh/bohr: 0.0077
E, eV: -9437.9084

(2)
Below is C22H54IN23O14 as an isolated structure, with properties calculated with wB97M-V/def2-TZVPD.

XYZ file:
```
114
Properties=species:S:1:pos:R:3:forces:R:3
O -4.9265 -4.9549 -2.7655 1.946 -0.191 3.983
C -4.2492 -4.8788 -1.7158 1.109 2.442 -0.985
C -3.1873 -3.7565 -1.3552 2.220 1.012 1.611
C -2.9150 -2.3576 -1.9444 1.734 -0.977 2.632
C -1.7954 -1.4834 -1.3159 -0.746 -3.923 1.609
C -0.9753 -2.0653 -0.1240 -1.098 -1.566 -0.410
C 0.1520 -1.1776 0.5651 0.056 0.017 0.293
C -0.4206 0.1813 1.2554 -0.098 0.339 -0.792
C -1.9955 0.1293 1.5545 -0.589 -0.251 -0.591
O -2.4623 1.0808 2.5446 0.110 -0.790 -0.646
C -1.2100 -3.4988 0.4731 -2.703 1.093 -3.410
C -2.3428 -4.3227 -0.1823 0.386 2.819 -1.004
C -2.8951 -5.7713 0.1687 2.102 1.061 0.618
O -2.3330 -6.6331 0.8695 -2.714 2.666 -2.607
N -4.1813 -5.7926 -0.5493 0.277 -1.291 -1.986
I -4.6670 -7.6419 -1.3591 -0.130 -0.384 0.678
H -3.5510 -1.9626 -2.8020 1.009 -0.646 1.345
H -1.5287 -0.4255 -1.6501 -0.463 -1.740 0.345
H 0.9649 -0.8760 -0.1939 -1.510 -0.433 1.003
H 0.7067 -1.7628 1.3909 -1.148 0.522 -1.359
H 0.2344 0.4021 2.1676 -1.209 -0.251 -1.172
H -0.2461 1.0118 0.4720 -0.213 -1.181 1.497
H -2.5323 0.3747 0.5569 0.818 -0.514 1.392
H -2.3825 -0.9038 1.8787 0.904 1.124 -0.510
H -3.4265 0.9000 2.6376 0.810 0.286 -0.066
H -0.5962 -3.9272 1.3359 -0.986 0.856 -1.453
C -6.1205 -1.0651 2.8808 0.212 -0.092 -0.184
O -5.4696 -0.0279 2.8610 -0.080 0.052 0.149
N -7.1323 -1.2785 3.7584 -0.423 0.273 0.524
N -5.8848 -2.0891 2.0271 0.363 -0.187 -0.472
H -7.6764 -2.1212 3.7898 0.060 0.071 -0.030
H -7.3381 -0.5402 4.4107 0.020 -0.228 -0.051
H -5.1397 -1.9681 1.3590 -0.106 -0.051 0.087
H -6.4053 -2.9472 2.0259 0.042 0.075 0.023
C -6.5965 3.4981 3.1202 0.493 -0.196 -0.286
O -5.5877 3.4842 2.4339 -0.191 0.111 0.101
N -7.0922 2.3853 3.7178 -0.150 -0.762 0.300
N -7.3121 4.6306 3.3458 -0.267 0.873 -0.024
H -7.9201 2.3788 4.2852 0.058 0.161 -0.077
H -6.5876 1.5197 3.5743 0.154 0.116 -0.159
H -6.9760 5.4781 2.9190 -0.067 -0.170 0.086
H -8.1437 4.6641 3.9064 0.086 -0.032 -0.050
C 1.1920 1.8287 -2.3442 0.362 -0.098 0.121
O 0.7271 0.8692 -1.7377 -0.258 -0.102 -0.110
N 2.4606 1.8515 -2.8133 -0.308 -0.344 -0.048
N 0.4736 2.9501 -2.5966 -0.766 0.297 -0.087
H 2.8601 2.6258 -3.3112 0.221 -0.144 0.148
H 3.0266 1.0370 -2.6451 0.037 0.295 0.016
H -0.4758 2.9721 -2.2625 0.214 0.062 -0.006
H 0.8348 3.7458 -3.0899 0.047 -0.074 0.118
C -6.0680 -5.4340 -7.0577 -0.148 -0.203 -0.140
O -6.4658 -5.9389 -8.0990 0.116 0.024 -0.132
N -5.3306 -4.2959 -7.0315 0.397 0.611 -0.329
N -6.3284 -5.9664 -5.8406 -0.268 -0.425 0.465
H -4.9950 -3.8666 -6.1881 -0.043 -0.093 -0.030
H -5.1151 -3.8681 -7.9170 -0.050 -0.053 0.184
H -6.8735 -6.8124 -5.8172 0.107 0.166 -0.008
H -6.0101 -5.5667 -4.9742 0.027 -0.032 -0.017
C 1.2575 3.9635 2.4047 0.334 0.016 0.003
O 1.7221 3.5877 1.3376 -0.027 -0.004 -0.118
N -0.0665 4.1796 2.5863 -0.902 0.160 -0.314
N 2.0256 4.1940 3.4963 0.255 0.366 -0.329
H -0.4705 4.4854 3.4523 0.038 -0.110 -0.068
H -0.6690 4.0164 1.7964 0.027 -0.070 0.239
H 3.0160 4.0425 3.4025 -0.216 -0.192 0.281
H 1.6628 4.5019 4.3792 0.046 -0.159 -0.060
C 4.2697 3.6477 6.0866 0.098 -0.022 -0.299
O 3.8755 3.1396 5.0448 0.327 -0.105 0.374
N 4.9929 4.7921 6.1158 0.270 0.624 -0.258
N 4.0168 3.1084 7.3046 -0.335 -0.563 0.539
H 5.3255 5.2233 6.9632 0.100 -0.097 0.066
H 5.2032 5.2250 5.2315 -0.042 -0.102 0.161
H 3.4812 2.2561 7.3268 0.103 0.165 -0.021
H 4.3316 3.5100 8.1699 0.060 0.056 -0.116
C 5.2245 1.4387 -4.7518 -0.047 0.176 0.090
O 4.8123 2.2481 -3.9329 0.390 0.032 -0.240
N 4.3960 0.7126 -5.5420 -0.655 -0.185 -0.231
N 6.5449 1.1974 -4.9397 0.704 0.108 0.155
H 4.7134 0.0437 -6.2196 -0.006 0.061 0.073
H 3.4060 0.8640 -5.4310 0.153 -0.061 -0.016
H 7.1920 1.7181 -4.3703 -0.116 -0.103 -0.107
H 6.9036 0.5378 -5.6057 -0.065 0.048 0.058
C 7.9542 5.5203 8.3670 0.112 0.119 -0.160
O 6.7771 5.4784 8.7082 -0.263 -0.040 0.005
N 8.6133 6.6841 8.1625 -0.218 0.396 0.021
N 8.6959 4.4045 8.1657 -0.001 -0.729 0.049
H 9.5762 6.7412 7.8839 -0.044 0.124 0.150
H 8.0950 7.5362 8.3023 0.233 -0.058 -0.090
H 8.2397 3.5180 8.3082 0.104 0.149 -0.058
H 9.6600 4.4169 7.8866 -0.088 0.047 0.019
C -3.9943 -6.8504 -11.9255 0.162 -0.091 -0.234
O -3.5299 -7.2333 -12.9905 -0.036 -0.011 0.048
N -5.3177 -6.6169 -11.7456 -0.808 0.104 -0.167
N -3.2272 -6.6256 -10.8308 0.694 0.028 0.305
H -5.7182 -6.3023 -10.8782 0.044 -0.070 0.031
H -5.9226 -6.7722 -12.5349 0.134 0.024 0.157
H -2.2353 -6.7877 -10.9221 -0.090 0.027 0.140
H -3.5904 -6.3120 -9.9487 -0.053 -0.073 -0.081
C 0.1825 -8.5786 -9.3246 -0.096 0.268 -0.230
O 0.0231 -7.4683 -9.8088 -0.076 -0.012 0.053
N -0.0187 -9.7188 -10.0297 -0.144 -0.387 -0.586
N 0.5745 -8.7668 -8.0397 0.234 0.213 0.724
H 0.1064 -10.6398 -9.6513 -0.017 0.099 -0.011
H -0.3111 -9.6198 -10.9886 0.024 -0.026 0.170
H 0.7341 -7.9429 -7.4834 -0.034 -0.167 -0.100
H 0.7110 -9.6696 -7.6232 -0.023 0.073 -0.065
C 9.4158 9.4631 10.3779 0.177 -0.125 -0.175
O 10.1049 9.0517 9.4556 -0.051 0.044 -0.024
N 8.4712 8.6997 10.9817 -0.396 -0.596 0.061
N 9.5362 10.7180 10.8770 0.293 0.680 0.030
H 7.8954 9.0181 11.7397 0.056 -0.009 -0.075
H 8.3518 7.7596 10.6387 0.014 0.121 0.115
H 10.2277 11.3154 10.4542 -0.134 -0.106 0.087
H 8.9808 11.0748 11.6330 0.038 -0.061 -0.066
```
Positions in Å, forces in eV/Å.

Calculated values
HOMO-LUMO gap, eV: 7.8478
E_LUMO, eV: -0.8
Spin multiplicity: 1
F_max, Eh/bohr: 0.0897
E, eV: -94734.8117

(3)
Below is C3H8N2O as an isolated structure, with properties calculated with wB97M-V/def2-TZVPD.

XYZ file:
```
14
Properties=species:S:1:pos:R:3:forces:R:3
C 0.2482 -0.0032 -0.0347 -1.194 0.543 1.334
C -1.0934 0.1618 -0.7127 0.165 0.224 -0.266
C 1.2007 -0.9930 -0.6243 0.180 -0.375 0.376
N 0.7486 0.8989 0.8811 1.548 0.784 -0.171
N -0.2444 0.4000 1.7474 -0.094 -1.321 -1.588
O -1.9174 1.1307 -0.1370 0.062 0.018 0.268
H -1.7753 1.0405 0.8324 -0.048 -0.062 -0.361
H 0.7608 1.8988 0.7127 -0.527 -0.103 0.087
H 0.1588 -0.4394 2.1620 0.235 0.243 0.177
H -0.8836 0.4782 -1.7455 -0.083 -0.025 0.018
H -1.5890 -0.8211 -0.7837 0.124 0.098 0.054
H 2.2069 -0.5663 -0.6765 -0.178 0.082 0.118
H 1.2692 -1.8834 0.0070 0.031 -0.055 -0.125
H 0.9099 -1.3027 -1.6281 -0.222 -0.053 0.079
```
Positions in Å, forces in eV/Å.

Calculated values
Relative energy (zero: lowest compared OMol25 entry of this formula, charge and spin), kcal/mol: 100.35
HOMO-LUMO gap, eV: 9.7265
E_LUMO, eV: 0.8
Spin multiplicity: 1
F_max, Eh/bohr: 0.0402
E, eV: -8264.9746

(4)
Below is a 8-piece molecular cluster, C20H60N4O8 overall, with properties calculated with wB97M-V/def2-TZVPD.

XYZ file:
```
92
Properties=species:S:1:pos:R:3:forces:R:3
C -7.2601 2.7452 -1.9816 -0.291 0.273 -0.126
O -6.6608 2.1679 -0.8496 -0.017 0.311 0.046
C -5.2567 2.0655 -0.9912 -0.444 -1.045 -0.131
C -4.6618 1.5745 0.3132 0.461 0.675 0.001
C -5.0514 2.5050 1.4596 -0.187 -0.096 0.153
N -3.1904 1.5992 0.1616 -0.574 -0.126 0.209
H -7.2931 2.0710 -2.8475 0.357 -0.013 0.025
H -6.7461 3.6792 -2.2369 -0.012 -0.074 -0.217
H -8.3013 2.9957 -1.7723 0.088 -0.077 0.323
H -5.0716 1.3231 -1.7860 0.272 0.139 -0.031
H -4.7774 3.0072 -1.2827 -0.162 0.146 0.099
H -5.0215 0.5663 0.5573 -0.136 -0.006 -0.256
H -5.0644 3.5477 1.1379 0.173 -0.004 -0.024
H -4.3421 2.4030 2.2839 0.006 0.009 -0.015
H -6.0476 2.2771 1.8410 0.000 -0.024 -0.063
H -2.8971 1.2006 -0.7294 -0.182 0.029 0.338
H -2.8577 0.9853 0.8964 0.513 0.069 -0.159
C 2.7149 3.5511 4.7597 -0.315 -0.423 0.447
O 2.0621 4.3205 3.7899 0.085 0.443 -0.382
C 0.7083 3.9963 3.6004 -0.338 -0.463 1.148
C 0.5026 2.7396 2.7811 -0.471 0.363 -1.472
C 1.0839 2.9205 1.3759 0.087 0.432 -0.584
N -0.9331 2.4427 2.6983 0.002 -0.895 0.466
H 2.7049 2.4761 4.5402 0.128 0.067 -0.217
H 2.2190 3.6497 5.7364 0.111 0.171 -0.004
H 3.7407 3.8993 4.8273 0.045 0.014 0.003
H 0.2045 3.8503 4.5731 0.193 -0.044 -0.008
H 0.1974 4.8617 3.1730 0.230 -0.048 -0.437
H 0.9776 1.8525 3.2024 0.011 0.217 0.435
H 0.9973 2.0319 0.7439 0.057 -0.225 0.348
H 2.1268 3.2479 1.3757 0.003 -0.139 0.148
H 0.5182 3.6870 0.8293 -0.003 0.097 0.233
H -1.5546 3.1958 2.4339 0.418 0.322 -0.177
H -1.0260 1.7256 1.9889 -0.289 0.025 0.003
C 5.1760 -1.6760 -2.4378 0.035 -0.346 -0.076
O 4.2009 -0.6783 -2.2245 0.332 0.069 0.071
C 3.9115 0.0495 -3.3831 -0.470 0.403 -0.914
C 3.3429 1.4038 -3.0147 0.372 0.882 0.682
C 2.0978 1.3095 -2.1388 0.144 -0.525 -0.184
N 3.2052 2.2349 -4.2089 -0.926 0.115 -0.596
H 4.8024 -2.4239 -3.1477 0.070 -0.056 0.034
H 5.3889 -2.1536 -1.4837 -0.141 0.001 0.039
H 6.1146 -1.2704 -2.8279 -0.090 0.179 -0.029
H 4.7954 0.1971 -4.0122 0.134 0.033 0.180
H 3.1750 -0.4570 -4.0346 0.041 -0.290 0.207
H 4.1215 1.9118 -2.4311 -0.047 -0.152 0.103
H 1.7481 2.2838 -1.8007 0.041 0.073 -0.060
H 2.3171 0.6981 -1.2621 -0.158 0.057 0.043
H 1.2985 0.8125 -2.7042 -0.050 0.033 0.075
H 2.4131 1.9264 -4.7793 0.325 -0.451 0.006
H 2.8589 3.1570 -3.9502 0.489 0.035 0.296
C -0.1237 -4.5525 -3.8158 -0.079 -0.173 -0.185
O 0.8801 -4.6344 -2.8389 -0.240 -0.119 -0.024
C 1.0868 -3.4261 -2.1744 0.552 0.926 0.191
C 2.1661 -3.5886 -1.1119 -0.070 -0.183 -0.011
C 1.8038 -4.5832 -0.0211 -0.518 0.523 0.789
N 2.4602 -2.2934 -0.4899 -0.251 0.143 -0.352
H -1.1163 -4.4721 -3.3587 -0.023 0.066 -0.014
H -0.0808 -5.4634 -4.4113 -0.044 -0.034 0.065
H 0.0297 -3.7053 -4.4957 0.038 0.072 0.085
H 1.4270 -2.6409 -2.8751 0.090 -0.193 -0.155
H 0.1999 -2.9595 -1.7106 -0.284 -0.592 0.029
H 3.0590 -3.9657 -1.6197 0.104 0.167 0.048
H 0.8913 -4.2619 0.5055 -0.097 0.008 -0.349
H 2.5467 -4.5047 0.7759 0.277 -0.424 -0.246
H 1.6352 -5.6049 -0.3490 0.229 -0.012 -0.148
H 2.9463 -1.6744 -1.1422 0.001 -0.203 0.225
H 1.5808 -1.8127 -0.2988 -0.078 -0.004 0.042
C -1.8107 -3.0077 1.4927 0.571 0.182 0.439
C -2.6625 -1.7545 1.5224 0.097 -0.047 -0.174
O -1.9198 -0.6228 2.0180 -0.267 -0.320 -0.134
H -1.0306 -2.9346 0.7320 -0.255 -0.016 -0.232
H -2.4286 -3.8878 1.3248 0.059 -0.058 -0.085
H -1.2430 -3.1239 2.4212 -0.350 -0.076 0.142
H -3.5596 -1.8731 2.1303 -0.025 -0.145 -0.056
H -2.9604 -1.5451 0.4887 -0.195 0.225 0.142
H -2.3636 -0.2864 2.8014 0.258 0.130 0.092
C 1.5185 -0.9215 3.1044 -0.192 -0.101 0.709
C 2.2522 -2.2501 3.0903 0.671 0.032 -0.225
O 3.3227 -2.2340 2.1549 -0.415 -0.270 0.002
H 0.8371 -0.8885 3.9645 -0.177 -0.026 -0.232
H 0.9570 -0.7495 2.1874 0.028 0.047 -0.014
H 2.2209 -0.1026 3.2664 0.146 -0.067 -0.225
H 1.5759 -3.0976 2.9064 -0.109 0.132 -0.118
H 2.7152 -2.4545 4.0598 -0.092 0.150 0.045
H 2.9474 -2.2924 1.2406 0.432 0.133 0.216
O -2.0041 0.2851 -2.2048 0.136 0.019 -0.509
H -2.5075 -0.3299 -2.7495 0.027 -0.065 0.063
H -1.4234 0.7468 -2.8222 -0.072 0.059 0.000
O -0.1368 -0.4492 -0.1807 0.030 -0.016 -0.008
H -0.7123 -0.5115 0.5977 0.150 0.226 -0.038
H -0.6874 -0.0577 -0.8761 0.014 -0.258 0.208
```
Positions in Å, forces in eV/Å.

Calculated values
Relative energy (zero: lowest compared OMol25 entry of this formula, charge and spin), kcal/mol: 0.00
HOMO-LUMO gap, eV: 8.6729
E_LUMO, eV: -0.2
Spin multiplicity: 1
F_max, Eh/bohr: 0.0309
E, eV: -44051.5255

Q: Among the records above, which one has the highest F_max?
A: C22H54IN23O14